This record from the Open Molecules 2025 dataset describes a cluster of 9 separate species, C36H99N9O9 in total at a distorted geometry. The level of theory is wB97M-V/def2-TZVPD.

```
153
Properties=species:S:1:pos:R:3:forces:R:3
C -2.49195 -1.14300 -7.40924 -0.0567 -0.1496 -0.9947
O -1.31087 -0.58007 -6.91933 -0.3393 0.3342 1.0119
C -0.42885 -0.03303 -7.86258 0.7469 -0.5124 -0.5026
C 0.35739 1.11970 -7.28168 0.1623 1.4435 0.8379
C 1.41321 1.64517 -8.26378 0.1146 -0.2944 0.3854
N 0.98890 0.86756 -5.98282 0.3811 -0.9030 0.1144
H -3.12581 -1.48670 -6.59422 0.1822 0.1115 0.0389
H -2.27922 -2.00319 -8.05956 -0.0233 -0.0287 0.0404
H -3.04898 -0.41557 -8.01357 -0.0684 0.0006 0.0824
H 0.23916 -0.84181 -8.19777 0.2015 0.1132 0.0720
H -0.91388 0.31884 -8.78223 -0.3753 0.0550 0.2218
H -0.32922 1.95285 -7.07737 -0.4420 -0.0633 -0.5312
H 2.14730 0.85979 -8.45707 -0.1553 -0.0903 -0.3257
H 2.00316 2.43914 -7.80310 -0.2515 0.1159 0.1259
H 0.97035 2.04554 -9.17583 0.0442 -0.1820 -0.1291
H 1.00558 1.70877 -5.39631 -0.1639 -0.1519 -0.5412
H 0.44701 0.20693 -5.43423 -0.0657 -0.0570 -0.2158
C 0.64867 0.43946 4.64298 -0.4518 -0.2220 0.8245
O 1.86615 0.80744 4.03634 -0.2931 -0.1299 0.1127
C 2.46431 1.92475 4.63677 0.3430 0.3602 0.3303
C 3.75976 2.20030 3.89478 1.1866 0.0156 0.4311
C 4.77012 1.06526 4.09817 -0.9456 -1.4909 -0.6658
N 4.36748 3.45246 4.36517 -1.0762 0.4504 -0.1437
H -0.10528 1.23276 4.69568 0.2471 0.3321 -0.3728
H 0.80878 0.13696 5.68393 0.1569 -0.1906 -0.0220
H 0.19250 -0.38942 4.10608 0.2296 -0.0413 -0.1543
H 1.81291 2.80675 4.63720 -0.1322 0.0159 -0.3753
H 2.67128 1.74387 5.70322 0.0863 -0.2504 0.0072
H 3.50062 2.30165 2.83773 0.1041 0.0292 -0.0485
H 4.82364 0.74804 5.14204 0.3099 0.4670 0.1447
H 5.75208 1.23413 3.66039 0.0614 0.4439 0.2406
H 4.42620 0.14634 3.59916 -0.1234 0.1770 -0.0576
H 4.37178 3.50115 5.37535 0.1836 -0.0493 0.0205
H 5.30489 3.57106 4.01731 0.1355 -0.0973 0.0500
C -5.95486 -0.49626 -5.05408 -0.2522 -0.2696 -0.1490
O -5.39193 -1.67579 -4.52469 0.3450 0.4020 0.0565
C -4.04078 -1.54153 -4.11207 -0.2183 -0.6847 0.2650
C -3.39904 -2.90717 -4.25847 1.0130 -1.2247 0.1596
C -3.76847 -3.92768 -3.18297 -0.4781 0.9078 0.7987
N -1.93296 -2.72200 -4.18968 0.4233 0.5584 -1.0718
H -5.97434 0.34801 -4.35767 0.1907 -0.0770 0.1292
H -6.98632 -0.75398 -5.29519 0.0306 0.1371 -0.1059
H -5.42699 -0.20761 -5.96950 -0.0454 0.1530 0.0154
H -3.44381 -0.83031 -4.69187 -0.3792 0.2053 -0.2216
H -3.99342 -1.21823 -3.06781 0.0074 0.0731 0.1062
H -3.68726 -3.35982 -5.21386 -0.2063 0.3503 -0.1945
H -3.57862 -3.48655 -2.19699 0.2200 0.0187 -0.0479
H -3.17384 -4.83746 -3.23063 -0.1226 -0.0981 -0.2946
H -4.83944 -4.13497 -3.16265 0.0524 -0.2637 -0.3469
H -1.41509 -3.53165 -4.52645 -0.5101 -0.5058 0.5036
H -1.66313 -2.09237 -4.95265 -0.1633 0.4453 0.3937
C 3.68898 6.53743 -4.45748 0.2218 0.1330 -0.5747
O 3.25447 5.41961 -3.72670 0.1954 0.1755 -0.0519
C 2.35997 4.62006 -4.44437 -0.7815 -1.1094 -0.3290
C 1.83950 3.54587 -3.49399 -0.8021 -0.4357 1.3018
C 2.83818 2.42294 -3.24779 0.6648 -0.1067 -0.3704
N 0.52991 2.96977 -3.86667 0.9490 0.6017 -0.9029
H 3.98787 6.25628 -5.47510 0.0603 -0.0923 0.0376
H 4.56021 6.97276 -3.97187 -0.0916 -0.0469 0.1797
H 2.91399 7.30454 -4.56921 -0.1128 -0.0642 0.2029
H 1.53376 5.18947 -4.89109 -0.0905 0.2350 0.3382
H 2.80120 4.08357 -5.29859 0.4822 0.2882 -0.0013
H 1.68640 4.03264 -2.52017 0.3298 0.2905 0.0105
H 2.54298 1.70091 -2.48557 -0.2832 0.3175 0.2035
H 3.79633 2.86222 -2.95973 -0.0229 -0.0430 0.0826
H 3.03240 1.80767 -4.13205 -0.1593 0.2473 -0.2237
H 0.36728 2.14813 -3.30098 -0.3509 0.0033 0.2900
H -0.19170 3.66685 -3.74835 -0.2014 -0.2133 0.1139
C 0.89135 6.68029 4.60877 -0.4483 0.3522 0.0047
O 0.91024 6.66996 3.19657 0.0759 -0.2961 0.1052
C 1.41803 5.42667 2.74887 -0.1123 -0.0904 -0.2742
C 1.40171 5.35238 1.22096 0.6040 0.1279 0.2136
C -0.00949 5.16519 0.67696 0.1794 0.6717 -0.2543
N 2.24435 4.22286 0.78477 0.0743 -0.2937 -0.2185
H 1.89225 6.62377 5.04542 0.1007 -0.1279 -0.0958
H 0.27254 5.86238 4.99235 0.0934 -0.1264 0.0468
H 0.42824 7.61097 4.93414 0.0523 0.0600 -0.0963
H 2.41164 5.27167 3.18710 0.1691 -0.0487 -0.2710
H 0.78450 4.60269 3.11054 -0.0493 0.0004 0.1537
H 1.86037 6.25073 0.79390 -0.4053 0.3871 0.3225
H -0.63128 6.04154 0.87107 0.1237 0.0358 0.1561
H -0.51336 4.30319 1.10897 0.1073 -0.1798 -0.1118
H 0.06245 5.09115 -0.41117 -0.1881 -0.3001 -0.0010
H 3.16042 4.22296 1.22422 -0.1572 0.1996 0.2782
H 2.45539 4.36303 -0.19987 -0.1885 -0.2266 -0.0451
C -7.27277 -1.57526 1.85240 -0.8381 -0.3160 -0.4273
O -6.06042 -1.03640 1.40901 -0.1317 0.4002 0.0037
C -4.99056 -1.33441 2.29289 0.1261 -0.3485 -1.1792
C -3.71786 -0.82569 1.59646 0.0984 0.9901 1.1538
C -3.30511 -1.60197 0.36940 -0.2227 0.6594 -0.1792
N -2.63028 -0.67518 2.60404 -0.3764 -0.4486 -0.0168
H -7.35267 -2.64538 1.61762 0.3451 -0.1353 0.5230
H -8.12244 -1.17102 1.29421 0.3665 0.4908 -0.0964
H -7.46530 -1.36070 2.90743 0.1274 -0.2209 0.0919
H -5.14846 -0.81292 3.24390 0.0678 -0.1629 0.1127
H -4.99053 -2.42558 2.41214 0.3118 0.0410 0.4448
H -3.99755 0.19800 1.32058 -0.1601 -0.1102 -0.5411
H -4.15011 -1.56373 -0.32192 -0.0220 -0.4854 0.0049
H -2.97132 -2.61409 0.59261 -0.1184 -0.0620 -0.0027
H -2.51159 -1.06097 -0.14703 0.2155 -0.1705 0.1578
H -2.02226 0.10232 2.35763 0.0455 -0.1148 -0.1741
H -3.09813 -0.38106 3.45608 0.2903 -0.0136 0.1488
C -0.36532 -0.61424 -2.19666 0.6389 -0.1829 -0.3827
O 0.10659 0.67740 -1.87790 -0.0022 0.0720 0.3885
C -0.25949 1.14414 -0.58521 -0.1044 0.5736 -0.1664
C 0.79991 0.92170 0.48033 0.2846 0.7131 1.2279
C 1.03695 -0.48955 1.00553 0.5717 -0.7406 -1.7339
N 0.48833 1.75448 1.65421 -0.4932 -0.0123 0.2911
H -0.15972 -0.77552 -3.25618 -0.5050 0.2314 -0.0659
H -1.42582 -0.67582 -1.95277 0.0089 -0.3733 -0.2299
H 0.22984 -1.41130 -1.73399 -0.3470 0.0686 0.4598
H -0.38710 2.22594 -0.69148 0.2851 0.1103 0.0158
H -1.26667 0.83432 -0.28224 0.1070 -0.5808 0.0079
H 1.73038 1.34828 0.08225 0.1204 -0.5782 -0.4353
H 1.98717 -0.57209 1.53570 -0.1579 0.2808 0.3602
H 1.20317 -1.13366 0.13292 -0.0668 -0.0689 0.0712
H 0.23988 -0.97799 1.56561 -0.2346 0.5184 0.1684
H 1.01598 1.35191 2.43077 -0.2231 0.4062 -0.2500
H 0.84190 2.70367 1.51785 0.0075 -0.3857 -0.1031
C -0.22928 -4.64720 -2.26747 -0.4400 -0.5798 -0.0366
O 0.84595 -4.75078 -1.37969 0.9151 0.3899 0.0030
C 0.68905 -5.65254 -0.30765 0.2306 0.1126 -0.2752
C -0.22491 -5.11840 0.79249 -0.3513 -0.1725 0.8566
C 0.47866 -3.99620 1.55209 0.6695 -0.0051 -0.8390
N -0.60030 -6.23196 1.65445 -0.5846 -0.5504 0.3564
H 0.05379 -4.06277 -3.13740 0.2883 0.3590 0.3268
H -1.09813 -4.19708 -1.78207 -0.0874 0.0877 -0.2058
H -0.51571 -5.62590 -2.68189 -0.0668 -0.1290 0.2782
H 0.47362 -6.64618 -0.71355 -0.7910 -0.0026 0.2514
H 1.67211 -5.78592 0.15664 0.1503 0.2380 -0.1703
H -1.15621 -4.69504 0.40496 0.0040 -0.3079 -0.3097
H 0.00845 -3.64592 2.46912 -0.2833 -0.2499 -0.0256
H 0.57824 -3.14743 0.87322 0.1667 0.0517 0.1382
H 1.48286 -4.37927 1.76266 0.0508 0.3242 0.3239
H -1.20544 -5.92412 2.40737 -0.0913 0.1123 -0.1579
H 0.16250 -6.69942 2.13239 0.3433 0.2183 -0.3359
C 2.36021 -2.72737 4.79250 0.8249 0.1395 -0.1984
O 1.61505 -2.97782 5.95463 -0.6802 0.2862 -0.1284
C 2.36561 -3.53907 6.99493 1.0383 -0.6360 0.0727
C 1.54632 -3.61846 8.26786 -1.1262 0.1370 -0.1976
C 2.32768 -4.11113 9.46782 -0.0939 -0.3553 0.1182
N 0.33236 -4.45218 8.06266 0.6619 -0.0543 -0.3361
H 1.81261 -2.20064 4.01250 -0.5266 0.0733 0.4231
H 2.73057 -3.63679 4.30525 0.0689 -0.1925 0.2899
H 3.21093 -2.09300 5.06466 0.1768 -0.0368 -0.2014
H 2.70735 -4.54854 6.71064 -0.2962 -0.2183 0.0067
H 3.33043 -3.03355 7.15430 -0.2295 0.5757 0.0285
H 1.15262 -2.61898 8.47708 0.1654 0.0684 0.0187
H 1.65489 -4.49719 10.23455 -0.2212 0.2294 -0.0733
H 2.90188 -3.30645 9.92411 0.3062 -0.1498 -0.1252
H 2.95025 -4.97323 9.21095 0.2944 0.2290 -0.0675
H 0.67935 -5.37831 7.80721 -0.2149 -0.0724 0.1767
H -0.09204 -4.11945 7.19821 -0.1444 0.0223 0.1397
```
Forces are in eV/Å.

The value obtained for the total energy is -2600.78095 Eh. As for the multiplicity: 1. The HOMO energy is -0.307 hartree. The relative energy (zero: lowest compared OMol25 entry of this formula, charge and spin) is 33.6 kcal per mole. The value obtained for the LUMO energy is 0.7 eV. The net charge is 0. The max |F| is 0.0383 Eh/bohr.